Run w
Formula: C4H7FN2
Source: the Open Molecules 2025 dataset
Level of theory: ωB97M-V/def2-TZVPD

XYZ file:
```
14
Properties=species:S:1:pos:R:3:mulliken_charge:R:1
C 0.26 1.18 0.33 -0.462
H 0.12 2.23 0.38 0.337
C 0.87 -2.05 -2.32 0.014
C 0.25 0.64 1.78 -1.032
H 0.88 1.18 2.43 0.384
N -0.18 -1.04 -0.44 -0.272
H -1.14 0.65 -1.49 0.335
H -0.75 0.76 2.38 0.254
N 0.11 -1.64 -1.49 0.195
H 1.14 0.95 -0.11 0.314
F 0.59 -3.03 -3.13 -0.165
H -1.69 0.38 0.27 0.295
C -0.83 0.31 -0.37 -0.480
H 0.38 -0.52 1.78 0.283
```

Values from the calculation:
**Kohn-Sham gap (spin up / spin down)**: 8.80 / 8.80 eV
**Charge**: 0
**Highest occupied orbital energy (spin up / spin down)**: -9.1063 / -9.1067 eV

Run x
Formula: C4H7FN2
Source: the Open Molecules 2025 dataset
Level of theory: ωB97M-V/def2-TZVPD

XYZ file:
```
14
Properties=species:S:1:pos:R:3:mulliken_charge:R:1
N 2.62 -0.19 0.52 -0.268
C 1.96 1.07 0.25 -0.619
H 1.94 -0.95 0.51 0.281
H 1.37 1.08 -0.68 0.240
F 3.45 -0.50 -0.58 -0.214
H 1.31 1.27 1.09 0.298
H 2.73 1.84 0.19 0.286
N -1.27 -1.44 0.11 -0.016
H -3.08 -1.03 0.98 0.315
H -3.61 0.83 -0.56 0.263
C -2.42 -0.72 0.18 -0.008
C -0.31 -2.10 0.08 -0.158
C -2.69 0.28 -0.65 -0.649
H -2.01 0.56 -1.43 0.247
```

Values from the calculation:
**Kohn-Sham gap**: 9.85 eV
**Charge**: 0
**Highest occupied orbital energy**: -9.5257 eV

Which one sits at the top of the stability order? run x does.

Run w
Formula: C3H2ClIO
Source: the Open Molecules 2025 dataset
Level of theory: ωB97M-V/def2-TZVPD

XYZ file:
```
8
Properties=species:S:1:pos:R:3:mulliken_charge:R:1
O 1.07 1.50 0.34 -0.387
I 3.27 -0.42 0.21 0.110
C -0.36 -0.55 0.73 -0.434
Cl -0.45 -2.18 0.22 -0.140
C 1.53 0.47 -0.55 -0.155
H -0.85 -0.27 1.65 0.348
C 0.37 0.38 0.18 0.319
H 1.54 0.93 -1.57 0.338
```

Values from the calculation:
**Kohn-Sham gap**: 9.55 eV
**SMILES**: Cl/C=C1/O[C@H]1I
**Charge**: 0
**Highest occupied orbital energy**: -9.3730 eV

Run x
Formula: C3H2ClIO
Source: the Open Molecules 2025 dataset
Level of theory: ωB97M-V/def2-TZVPD

XYZ file:
```
8
Properties=species:S:1:pos:R:3:mulliken_charge:R:1
C 0.92 0.76 0.13 -0.541
H 1.52 1.58 -0.11 0.407
O -0.26 0.90 -0.82 -0.383
Cl 1.91 -2.12 0.45 -0.160
C 0.30 -0.24 -0.68 0.755
C 0.28 -1.38 -0.14 -0.619
H -0.37 -2.22 0.08 0.355
I 0.69 0.78 2.13 0.185
```

Values from the calculation:
**Kohn-Sham gap**: 9.83 eV
**SMILES**: Cl/C=C1/O[C@H]1I
**Charge**: 0
**Highest occupied orbital energy**: -9.5487 eV

Which one sits at the top of the stability order? run w does.

Run w
Formula: C6H13N
Source: the Open Molecules 2025 dataset
Level of theory: ωB97M-V/def2-TZVPD

XYZ file:
```
20
Properties=species:S:1:pos:R:3:mulliken_charge:R:1
H 1.38 -1.20 -2.57 0.287
H -0.74 -0.32 1.39 0.350
H 1.76 0.97 -0.30 0.353
H 2.45 -2.70 -2.12 0.269
C -2.68 1.37 1.89 -1.036
H -0.26 0.55 -1.30 0.386
N -0.73 0.39 0.65 -0.037
C 0.00 -0.17 -0.52 -0.689
H 1.54 -0.23 0.93 0.350
H -3.72 1.06 1.89 0.321
H -1.91 1.98 -0.01 0.382
H -2.18 0.88 2.73 0.349
H -2.65 2.44 2.07 0.299
H -2.61 0.50 -0.13 0.388
H 3.15 -1.51 -0.12 0.324
C 2.40 -1.10 -0.79 -0.255
C 1.49 -0.08 -0.15 -0.442
H -0.47 -1.15 -0.63 0.430
C -1.97 1.05 0.58 -0.330
C 2.13 -1.68 -1.96 -0.700
```

Values from the calculation:
**Expectation value of S²**: 0.75
**Kohn-Sham gap (spin up / spin down)**: 10.25 / 5.57 eV
**2S+1**: 2
**Charge**: +1
**Highest occupied orbital energy (spin up / spin down)**: -13.3112 / -13.3055 eV

Run x
Formula: C6H13N
Source: the Open Molecules 2025 dataset
Level of theory: ωB97M-V/def2-TZVPD

XYZ file:
```
20
Properties=species:S:1:pos:R:3:mulliken_charge:R:1
H 1.33 -2.48 -0.68 0.439
N -0.34 0.23 0.58 0.247
H 0.86 0.94 2.17 0.393
H 1.38 1.03 0.47 0.302
H -2.53 2.17 0.05 0.320
C 0.91 0.34 1.20 -0.534
H -0.89 -1.82 0.66 0.350
H -0.36 0.69 -1.52 0.336
C 1.18 -1.52 -0.34 -0.459
H -0.98 -1.10 -0.96 0.438
C -0.34 -1.20 -0.07 -0.706
C 1.73 -1.02 1.05 -0.648
C -0.67 1.14 -0.55 -0.284
H -2.29 1.84 -1.71 0.401
H -0.08 2.06 -0.36 0.407
H -2.79 0.58 -0.88 0.347
H 2.82 -0.80 0.87 0.353
C -2.13 1.43 -0.72 -1.298
H 1.59 -1.61 1.90 0.358
H 1.59 -0.88 -1.15 0.239
```

Values from the calculation:
**Expectation value of S²**: 0.75
**Kohn-Sham gap (spin up / spin down)**: 13.38 / 8.99 eV
**2S+1**: 2
**Charge**: +1
**Highest occupied orbital energy (spin up / spin down)**: -15.9922 / -16.3924 eV

Which one sits at the top of the stability order? run x does.

Run w
Formula: C6H13N
Source: the Open Molecules 2025 dataset
Level of theory: ωB97M-V/def2-TZVPD

XYZ file:
```
20
Properties=species:S:1:pos:R:3:mulliken_charge:R:1
C -0.10 0.06 0.96 -0.199
H 0.22 -0.41 -2.09 0.315
H 0.12 1.87 -1.07 0.320
C 0.91 1.27 -0.69 -0.794
H 1.96 0.98 1.32 0.325
H 0.11 -3.19 0.01 0.312
H -1.63 1.32 -0.29 0.222
H 1.86 1.78 -1.06 0.380
N 0.38 -0.98 0.02 0.293
H -2.37 -0.21 0.63 0.352
H -1.67 1.34 1.56 0.342
H 0.65 2.13 1.56 0.349
H 1.77 -0.64 -1.44 0.521
C 0.92 -0.18 -1.14 -0.500
H -1.52 -2.11 -0.03 0.277
C 0.95 1.23 0.94 -0.643
C -0.44 -2.20 -0.39 -0.723
H -0.09 -0.17 2.02 0.354
H -0.42 -2.51 -1.47 0.369
C -1.61 0.64 0.64 -0.872
```

Values from the calculation:
**Expectation value of S²**: 0.75
**Kohn-Sham gap (spin up / spin down)**: 12.79 / 8.18 eV
**2S+1**: 2
**Charge**: +1
**Highest occupied orbital energy (spin up / spin down)**: -15.4823 / -15.4612 eV

Run x
Formula: C6H13N
Source: the Open Molecules 2025 dataset
Level of theory: ωB97M-V/def2-TZVPD

XYZ file:
```
20
Properties=species:S:1:pos:R:3:mulliken_charge:R:1
H 1.87 1.05 -1.55 0.395
C 0.25 0.62 -0.15 0.273
C 1.19 0.42 1.03 -0.420
C 1.56 -1.08 1.29 -1.361
C 0.86 0.63 -1.51 -1.266
H -2.42 1.77 -0.46 0.330
H -2.23 -1.33 0.28 0.333
N -1.43 -0.91 0.74 -0.372
H 2.63 -1.19 1.39 0.317
H 0.92 -0.39 -1.88 0.315
H -3.12 0.24 -0.58 0.434
H 1.24 -1.62 0.39 0.529
H -1.93 0.59 -1.90 0.395
H 0.25 1.25 -2.19 0.402
H 1.21 -1.42 2.27 0.277
H 0.94 0.94 1.95 0.395
C -1.08 0.23 0.03 0.652
H 2.15 0.94 0.84 0.357
C -2.22 0.77 -0.85 -1.223
H -0.64 -1.53 0.86 0.240
```

Values from the calculation:
**Expectation value of S²**: 0.76
**Kohn-Sham gap (spin up / spin down)**: 9.17 / 9.60 eV
**2S+1**: 2
**Charge**: +1
**Highest occupied orbital energy (spin up / spin down)**: -13.5524 / -15.8300 eV

Which one sits at the top of the stability order? run x does.

Run w
Formula: CH10O5
Source: the Open Molecules 2025 dataset
Level of theory: ωB97M-V/def2-TZVPD

XYZ file:
```
16
Properties=species:S:1:pos:R:3:mulliken_charge:R:1
O 0.05 1.48 -1.74 -0.635
H 0.05 2.41 -1.71 0.291
H 0.80 -2.62 0.36 0.317
H 3.13 2.92 1.43 0.309
H 0.84 1.06 1.57 0.317
H -0.65 -2.91 0.79 0.325
O -1.93 -1.88 -0.95 -0.423
H -1.97 -0.01 -1.76 0.275
H -0.80 -1.11 -2.50 0.239
C -1.59 -1.04 -1.73 -0.107
H 0.02 1.12 -0.85 0.409
H -0.06 -0.23 1.34 0.332
O 2.30 2.81 1.86 -0.624
O 0.20 0.64 0.97 -0.692
H 1.88 3.69 1.93 0.313
O 0.23 -2.70 1.12 -0.645
```

Values from the calculation:
**Kohn-Sham gap**: 10.53 eV
**SMILES**: C=O.O.O.O.O
**Charge**: 0
**Highest occupied orbital energy**: -10.0388 eV

Run x
Formula: CH10O5
Source: the Open Molecules 2025 dataset
Level of theory: ωB97M-V/def2-TZVPD

XYZ file:
```
16
Properties=species:S:1:pos:R:3:mulliken_charge:R:1
O 0.85 0.18 -1.32 -0.635
H -0.11 1.65 -0.46 0.373
H 0.40 -1.91 2.25 0.228
O -0.80 2.25 -0.13 -0.648
H 0.95 -0.38 -2.11 0.277
H 0.34 -0.54 -0.91 0.316
C 1.47 -1.64 2.01 -0.137
H 2.51 1.18 0.05 0.336
O -4.69 -1.93 -1.36 -0.644
H -5.41 -1.77 -0.73 0.321
H 2.72 2.68 -0.09 0.318
H -0.63 2.38 0.80 0.317
H -4.71 -1.21 -2.00 0.324
H 2.28 -2.26 2.39 0.259
O 3.20 1.86 0.04 -0.645
O 1.62 -0.54 1.54 -0.360
```

Values from the calculation:
**Kohn-Sham gap**: 10.88 eV
**SMILES**: C=O.O.O.O.O
**Charge**: 0
**Highest occupied orbital energy**: -10.6289 eV

Which one sits at the top of the stability order? run w does.

Run w
Formula: C5H10N3O
Source: the Open Molecules 2025 dataset
Level of theory: ωB97M-V/def2-TZVPD

XYZ file:
```
19
Properties=species:S:1:pos:R:3:mulliken_charge:R:1
H 0.18 -1.85 0.52 0.267
H 1.37 1.38 -0.85 0.262
H -4.34 -0.59 -0.11 0.414
H 2.60 -0.76 -1.40 0.344
C -2.87 0.97 -0.10 -0.173
H 1.72 1.81 0.77 0.216
C 2.69 -0.95 -0.38 -1.024
C -1.12 -0.36 0.03 0.451
N -1.46 0.94 -0.12 -0.029
N 1.34 1.17 0.11 -0.556
N 0.08 -0.91 0.22 -0.188
C 1.48 -0.24 0.31 -0.103
H 3.66 -0.42 -0.04 0.316
H 1.61 -0.33 1.33 0.432
C -3.31 -0.32 -0.09 -0.416
O -2.19 -1.16 -0.02 -0.333
H -0.72 1.68 0.02 0.371
H 2.56 -2.05 -0.08 0.327
H -3.26 1.98 -0.11 0.421
```

Values from the calculation:
**Kohn-Sham gap**: 10.42 eV
**SMILES**: C[C@@H](N)/[NH+]=c1\[nH]cco1
**Charge**: +1
**Highest occupied orbital energy**: -13.1771 eV

Run x
Formula: C5H10N3O
Source: the Open Molecules 2025 dataset
Level of theory: ωB97M-V/def2-TZVPD

XYZ file:
```
19
Properties=species:S:1:pos:R:3:mulliken_charge:R:1
H 2.29 0.16 3.46 0.253
H -1.61 1.03 -1.54 0.373
N 2.54 0.18 2.53 -0.212
H 0.00 -1.42 1.29 0.220
O 1.94 0.95 1.67 -0.168
C 0.85 0.08 0.31 0.231
C -2.30 -1.65 -0.26 -1.248
C -0.88 0.42 -1.05 -0.303
H 1.66 1.83 -2.07 0.322
H -3.14 -1.33 0.34 0.317
H 0.38 2.79 -1.54 0.372
H 1.55 2.60 -0.42 0.327
C -1.15 -0.72 -0.31 0.447
H 3.39 -0.37 2.25 0.283
H -2.13 -2.69 0.18 0.314
C 1.03 2.04 -1.17 -0.930
H -2.78 -1.89 -1.21 0.332
N -0.04 -0.87 0.49 -0.057
N 0.31 0.87 -0.63 0.126
```

Values from the calculation:
**Kohn-Sham gap (spin up / spin down)**: 8.28 / 8.15 eV
**Charge**: +1
**Highest occupied orbital energy (spin up / spin down)**: -13.2605 / -13.1936 eV

Which one sits at the top of the stability order? run w does.